This record from the OMol25 dataset describes a single C4H5NO molecule at a distorted geometry. The level of theory is ωB97M-V/def2-TZVPD.

Geometry (Å):
H1 0.705 -1.103 -2.102
O1 0.553 1.173 -0.031
H2 -0.355 -0.478 2.644
C1 -0.205 -0.602 -1.755
N1 -0.469 -0.701 0.546
C2 0.485 1.114 1.343
H3 -0.846 -1.366 -1.226
C3 -0.124 -0.038 1.687
H4 0.876 1.945 1.898
H5 -0.591 0.024 -2.573
C4 -0.029 0.032 -0.431

Values from the calculation:
Calculated total energy: -7765.5113 eV
E_LUMO: 1.04 eV
Relative energy (zero: lowest compared OMol25 entry of this formula, charge and spin): 1.015 eV


This record from the OMol25 dataset describes a molecular structure, C15H20Cl3CrO27 at a distorted geometry. The level of theory is ωB97M-V/def2-TZVPD.

Geometry (Å):
O1 1.306 -1.278 3.935
O2 1.064 1.295 -3.277
O3 1.947 -3.888 0.539
C1 6.011 -0.479 1.260
O4 0.885 0.284 2.427
O5 -2.375 -2.839 -2.710
O6 2.642 -0.788 0.769
O7 0.332 -2.209 0.413
O8 4.629 -0.377 1.683
C2 -2.632 0.142 1.232
C3 -4.692 0.322 2.110
H1 -4.209 -3.718 -2.607
C4 1.166 -0.017 3.557
O9 -3.212 1.151 0.579
H2 -5.494 -0.406 2.193
H3 -0.998 4.231 -3.355
H4 6.177 -0.011 -0.871
H5 -4.322 -1.322 -4.468
Cl1 2.790 2.999 0.098
C5 -1.784 3.976 -2.642
C6 -3.631 -3.091 -3.289
H6 -5.032 2.073 0.896
C7 -2.593 2.768 -3.083
H7 6.459 -1.286 1.836
O10 -0.332 -4.354 1.007
H8 -5.293 -1.687 -3.058
Cl2 0.569 -3.645 0.193
Cl3 1.768 0.069 -3.106
H9 2.187 0.571 6.485
C8 1.812 -1.257 5.294
O11 1.340 -0.935 -4.030
H10 6.456 -1.734 -0.471
H11 2.868 -1.509 5.225
H12 -2.373 4.874 -2.480
H13 0.475 0.187 6.167
H14 -3.606 2.777 -2.671
O12 2.497 4.044 1.038
C9 -4.270 -1.682 -3.439
O13 -3.411 -0.905 -2.644
O14 4.493 -1.105 -0.399
C10 -2.333 -1.561 -2.246
O15 3.168 0.229 -3.188
H15 -2.727 2.715 -4.164
O16 -1.518 -0.226 1.029
C11 5.886 -0.841 -0.232
O17 2.572 3.502 -1.222
O18 -0.576 1.369 -0.816
O19 1.471 0.869 4.505
O20 -1.152 3.444 -1.473
C12 -4.623 1.071 0.781
H16 -5.120 0.577 -0.052
H17 -3.585 -3.566 -4.269
H18 -4.697 0.954 2.996
Cr1 0.547 -0.034 0.303
H19 1.183 -1.954 5.843
H20 6.566 0.436 1.442
O21 0.340 -3.943 -1.197
O22 -1.770 1.708 -2.656
O23 -1.480 -1.150 -1.521
O24 1.446 -0.383 -1.754
C13 -1.127 2.123 -1.559
C14 1.489 0.169 5.760
O25 1.872 1.878 0.302
C15 3.846 -0.736 0.671
O26 4.148 2.518 0.259
O27 -3.439 -0.413 2.120

Values from the calculation:
<S²>: 3.813
Calculated total energy: -137126.2967 eV
Spin multiplicity: 4
E_LUMO (spin up / spin down): -3.29 / -1.24 eV
Relative energy (zero: lowest compared OMol25 entry of this formula, charge and spin): 0.320 eV


This record from the OMol25 dataset describes a single C15H23N5O4 molecule at a distorted geometry. The level of theory is ωB97M-V/def2-TZVPD.

Geometry (Å):
H1 4.113 1.573 -0.928
C1 -1.700 -1.297 1.020
O1 -5.235 -1.174 -0.082
H2 5.135 1.502 1.195
H3 -2.216 3.773 0.718
H4 -3.938 2.300 -0.449
H5 2.853 2.470 0.771
H6 -3.221 1.198 -1.702
C2 2.975 -2.048 -0.548
H7 0.375 4.583 0.923
C3 4.041 0.102 0.189
C4 0.784 1.655 -0.868
N1 4.425 0.846 1.381
C5 0.041 3.649 0.340
H8 4.724 0.205 2.074
C6 0.654 -1.902 0.353
H9 0.896 -1.652 1.363
H10 1.587 0.997 -1.078
H11 -0.767 0.418 -1.695
H12 -6.590 0.760 0.132
H13 -2.319 -1.165 -0.892
C7 1.026 2.805 -0.137
H14 2.626 -1.338 -1.262
H15 -0.251 -2.523 -1.674
H16 1.554 -3.464 -0.979
C8 -0.783 -2.388 0.326
C9 -0.553 1.300 -1.111
N2 3.824 0.645 -0.941
C10 -3.110 1.580 -0.630
H17 3.703 -2.682 -1.094
N3 -2.461 -0.719 0.040
C11 -1.674 2.024 -0.543
C12 -3.441 0.367 0.273
H18 1.961 -3.516 0.761
H19 0.781 -0.926 -0.252
H20 -3.365 0.678 1.353
O2 2.340 3.161 0.271
H21 3.134 -1.330 1.337
N4 3.639 -1.261 0.491
H22 -1.726 -3.477 -1.284
C13 -4.862 -0.063 0.159
H23 -0.959 -3.339 0.922
O3 -5.693 0.951 0.512
C14 1.778 -2.845 -0.102
N5 -1.080 -2.739 -1.099
C15 -1.309 3.222 0.234
O4 -1.717 -0.918 2.212

Values from the calculation:
Calculated total energy: -31568.3872 eV
E_LUMO: 0.63 eV
Relative energy (zero: lowest compared OMol25 entry of this formula, charge and spin): 2.271 eV


This record from the OMol25 dataset describes a single C5H7NO molecule. The level of theory is ωB97M-V/def2-TZVPD.

Geometry (Å):
O1 2.057 0.923 -1.476
H1 -1.428 -1.026 1.584
N1 0.356 -1.255 0.512
H2 -1.857 1.200 0.151
C1 -0.388 0.598 -1.264
H3 -0.761 0.902 -2.233
C2 -0.698 -0.415 1.044
H4 -2.153 -0.382 -0.560
C3 0.919 0.728 -1.269
H5 2.351 -1.225 0.078
H6 1.751 0.112 1.231
C4 1.523 -0.777 0.624
H7 -0.301 0.346 1.736
C5 -1.366 0.270 -0.165

Values from the calculation:
Calculated total energy: -8833.8572 eV
E_LUMO: 0.88 eV
Relative energy (zero: lowest compared OMol25 entry of this formula, charge and spin): 2.346 eV


This record from the OMol25 dataset describes a molecular structure, C26H35N5O2SeSiSn. The level of theory is ωB97M-V/def2-TZVPD.

Geometry (Å):
H1 4.478 3.183 -0.778
H2 1.888 0.370 3.150
H3 -1.015 3.799 2.472
H4 -6.186 -2.794 -0.475
C1 -1.433 -3.857 -0.594
C2 4.309 2.205 -1.208
H5 5.714 -1.425 0.195
N1 -2.042 1.152 -0.057
H6 0.939 -3.055 2.054
H7 -3.654 0.668 2.580
C3 0.337 5.468 2.476
H8 1.626 4.022 -0.848
N2 -2.883 -0.900 -1.292
H9 -4.829 -3.333 -2.571
H10 -2.527 -5.129 -1.754
Si1 0.641 -0.701 1.320
C4 -3.883 1.217 1.657
H11 -0.558 -1.414 3.412
H12 2.625 6.107 0.070
C5 1.588 -2.333 1.559
C6 -0.738 -4.605 -2.802
C7 4.638 1.076 -0.477
C8 -0.340 2.574 0.171
C9 3.471 0.822 -2.973
H13 -5.425 -1.013 1.018
C10 3.719 2.081 -2.458
C11 1.365 6.127 1.805
H14 3.417 2.958 -3.014
C12 4.674 -1.411 -0.141
H15 -4.972 1.220 1.539
Se1 0.076 -0.596 -3.239
N3 -1.515 2.217 0.597
H16 0.072 -5.318 -2.607
H17 5.071 1.186 0.515
H18 1.914 -2.784 0.624
C13 -0.840 -0.845 2.519
H19 2.965 0.688 -3.917
H20 1.805 7.026 2.220
C14 -3.225 0.620 0.451
H21 4.483 -2.324 -0.705
C15 1.718 0.649 2.104
C16 3.802 -0.303 -2.234
O1 -0.368 -3.286 -0.421
H22 -0.301 -3.613 -2.936
N4 -2.474 -3.855 0.338
C17 -4.864 -1.250 0.121
C18 -5.280 -2.239 -0.709
H23 1.237 1.624 2.073
H24 -1.705 -1.316 2.051
Sn1 -0.546 -0.078 -0.959
H25 -1.246 -4.888 -3.725
H26 4.036 -1.434 0.747
C19 1.273 4.451 0.079
H27 -2.669 -2.129 -2.882
O2 0.293 1.927 -0.788
H28 2.684 0.736 1.600
C20 1.824 5.607 0.604
H29 -2.265 -3.169 1.051
H30 -0.024 5.858 3.423
H31 3.560 -1.282 -2.629
C21 -4.517 -2.569 -1.870
H32 -3.547 2.243 1.797
C22 -3.326 -1.881 -2.050
H33 -1.160 0.150 2.833
C23 -0.218 4.318 1.957
C24 0.237 3.788 0.741
C25 -3.680 -0.473 -0.203
N5 -1.702 -4.564 -1.726
H34 2.460 -2.152 2.195
C26 4.379 -0.194 -0.974
H35 -3.362 -3.626 -0.106

Values from the calculation:
Calculated total energy: -118133.4954 eV
E_LUMO: 4.82 eV
Total charge: -2
Relative energy (zero: lowest compared OMol25 entry of this formula, charge and spin): 0.519 eV


This record from the OMol25 dataset describes a single C4H6N2O molecule. The level of theory is ωB97M-V/def2-TZVPD.

Geometry (Å):
H1 -0.697 0.789 -1.280
C1 -1.498 -0.572 0.278
H2 -2.586 -2.054 1.076
C2 0.859 0.311 0.241
H3 1.809 1.085 -1.543
H4 2.890 0.886 -0.126
C3 1.888 1.170 -0.454
H5 1.710 2.221 -0.197
N1 -1.663 0.588 0.731
H6 -1.316 -2.556 0.067
O1 1.130 -0.383 1.201
N2 -1.980 -1.832 0.298
C4 -0.545 0.348 -0.292

Values from the calculation:
Calculated total energy: -9271.4399 eV
E_LUMO: 0.81 eV
Relative energy (zero: lowest compared OMol25 entry of this formula, charge and spin): 2.062 eV


This record from the OMol25 dataset describes a single C4H6N2O2 molecule at a distorted geometry. The level of theory is ωB97M-V/def2-TZVPD.

Geometry (Å):
C1 -1.170 0.096 0.272
N1 1.180 -0.525 0.573
H1 -1.882 -0.659 0.631
C2 -1.016 -0.104 -1.189
C3 0.047 -0.204 1.215
H2 -1.518 1.100 0.514
H3 -1.747 0.420 -1.802
O1 2.330 -0.498 1.368
H4 1.293 -0.068 -0.545
N2 0.910 1.360 -2.473
O2 -0.021 0.067 2.403
H5 -0.903 -1.149 -1.472
H6 1.990 -0.375 2.280
C4 0.509 0.539 -1.775

Values from the calculation:
Calculated total energy: -11316.7233 eV
E_LUMO: -0.72 eV
Relative energy (zero: lowest compared OMol25 entry of this formula, charge and spin): 4.319 eV